# 1
Density functional theory data (ωB97M-V/def2-TZVPD) for C42H40MnN2O6P2 as an isolated structure in a non-equilibrium geometry.

Calculated values
gap between HOMO and LUMO (alpha / beta) = 7.17 / 7.16 eV
2S+1 = 6
strongest force on any atom = 2.8 eV/Å
ΔE to the lowest compared entry with this formula, charge and spin = 1.138 eV
calculated total energy = -4018.75221 a.u.

Last column: Löwdin spin population.
CARTESIAN COORDINATES (ANGSTROEM)
Mn (2.84, -1.15, -3.07)  4.77
C (0.48, -1.06, 2.50)  0.00
C (1.50, -1.93, 2.47)  0.00
C (1.42, -3.42, 2.32)  0.00
C (1.03, -3.93, 0.91)  0.00
C (-0.40, -3.77, 0.53)  0.00
C (-1.45, -3.35, 1.24)  0.00
C (-1.50, -2.76, 2.63)  0.00
C (-0.98, -1.30, 2.73)  0.00
C (3.15, 0.85, -3.61)  0.04
H (0.71, 0.02, 2.39)  0.00
H (2.52, -1.52, 2.63)  0.00
H (0.70, -3.87, 3.00)  0.00
H (2.42, -3.81, 2.51)  0.00
H (1.67, -3.47, 0.13)  0.00
H (1.27, -5.02, 0.88)  0.00
H (-0.57, -4.14, -0.48)  0.00
H (-2.44, -3.33, 0.73)  0.00
H (-1.06, -3.40, 3.39)  0.00
H (-2.57, -2.73, 2.85)  0.00
H (-1.56, -0.67, 2.01)  0.00
H (-1.24, -0.92, 3.73)  0.00
H (3.17, 1.51, -2.72)  0.01
H (2.28, 1.09, -4.26)  0.02
H (4.11, 0.92, -4.13)  0.02
P (6.33, -2.92, -2.91)  0.00
P (4.56, -4.12, -4.71)  0.01
C (5.83, -4.59, -2.41)  0.00
C (5.09, -5.22, -3.36)  0.00
C (8.17, -3.19, -2.95)  0.00
C (8.83, -4.26, -2.34)  0.00
C (10.22, -4.34, -2.36)  0.00
C (10.96, -3.36, -3.05)  0.00
C (10.31, -2.32, -3.71)  0.00
C (8.92, -2.23, -3.67)  0.00
C (6.11, -2.07, -1.32)  0.01
C (4.79, -1.66, -1.15)  0.03
C (4.45, -1.00, 0.00)  0.01
C (5.36, -0.87, 1.06)  0.00
C (6.65, -1.36, 0.92)  0.00
C (7.07, -1.93, -0.29)  0.00
C (5.45, -5.15, -6.05)  0.00
C (6.85, -5.22, -6.03)  0.00
C (7.56, -5.99, -6.96)  0.00
C (6.85, -6.72, -7.93)  0.00
C (5.45, -6.66, -7.97)  0.00
C (4.75, -5.88, -7.03)  0.00
C (2.84, -4.76, -4.87)  0.00
C (2.05, -4.07, -5.81)  0.00
C (0.71, -4.43, -5.99)  0.00
C (0.16, -5.48, -5.24)  0.00
C (0.95, -6.17, -4.32)  0.00
C (2.29, -5.81, -4.12)  0.00
H (6.07, -5.01, -1.42)  0.00
H (4.88, -6.29, -3.38)  0.00
H (8.25, -5.04, -1.84)  0.00
H (10.73, -5.15, -1.84)  0.00
H (12.04, -3.41, -3.07)  0.00
H (10.87, -1.56, -4.25)  0.00
H (8.39, -1.43, -4.17)  0.00
H (4.00, -1.98, -1.87)  0.02
H (3.43, -0.61, 0.04)  0.00
H (5.02, -0.38, 1.97)  0.00
H (7.36, -1.26, 1.76)  0.00
H (8.10, -2.27, -0.40)  0.00
H (7.41, -4.66, -5.27)  0.00
H (8.65, -6.04, -6.91)  0.00
H (7.39, -7.32, -8.65)  0.00
H (4.89, -7.22, -8.72)  0.00
H (3.67, -5.88, -7.04)  0.00
H (2.50, -3.26, -6.40)  0.00
H (0.12, -3.91, -6.74)  0.00
H (-0.88, -5.78, -5.40)  0.00
H (0.55, -7.02, -3.76)  0.00
H (2.89, -6.37, -3.40)  0.00
O (1.64, 0.01, -0.79)  0.02
C (0.54, 0.12, -1.43)  0.00
O (0.27, -0.39, -2.58)  0.03
C (-0.59, 0.97, -0.79)  0.00
C (-1.92, 0.94, -1.28)  0.00
C (-2.98, 1.59, -0.61)  0.00
C (-2.78, 2.37, 0.52)  0.00
C (-1.46, 2.48, 0.94)  0.00
C (-0.38, 1.85, 0.30)  0.00
N (-1.20, 3.25, 2.16)  0.00
O (-2.16, 3.76, 2.78)  0.00
O (-0.01, 3.39, 2.53)  0.00
N (-4.36, 1.37, -0.98)  0.00
O (-4.63, 0.71, -2.00)  0.00
O (-5.24, 1.85, -0.24)  0.00
H (-2.16, 0.41, -2.19)  0.00
H (-3.59, 2.88, 1.02)  0.00
H (0.62, 2.05, 0.67)  0.00

---

# 2
Density functional theory data (ωB97M-V/def2-TZVPD) for a 2-piece molecular cluster, CH5O2P overall in a non-equilibrium geometry.

Calculated values
gap between HOMO and LUMO = 10.21 eV
strongest force on any atom = 3.3 eV/Å
ΔE to the lowest compared entry with this formula, charge and spin = 1.803 eV
calculated total energy = -532.86265 a.u.

Last column: Mulliken charge in e.
CARTESIAN COORDINATES (ANGSTROEM)
C (0.64, 1.37, 1.43)  -0.04
O (0.70, 1.67, 0.27)  -0.36
O (-0.39, -1.27, 0.03)  -0.47
P (0.41, -0.85, -1.31)  0.11
H (0.55, 2.19, 2.19)  0.25
H (0.20, 0.38, 1.73)  0.14
H (-0.64, 0.10, -1.94)  0.03
H (-1.19, -1.85, -0.18)  0.34
H (-0.28, -1.73, -2.22)  0.00

---

# 3
Density functional theory data (ωB97M-V/def2-TZVPD) for a single CH3Cl2OPS molecule in a non-equilibrium geometry.

Calculated values
gap between HOMO and LUMO = 6.77 eV
strongest force on any atom = 5.0 eV/Å
ΔE to the lowest compared entry with this formula, charge and spin = 5.170 eV
calculated total energy = -1774.97326 a.u.

Last column: Mulliken charge in e.
CARTESIAN COORDINATES (ANGSTROEM)
C (2.11, -1.44, -1.24)  -0.40
O (-2.01, 2.15, 1.26)  -0.43
P (-1.83, 1.01, 0.07)  0.38
S (0.08, 0.45, 0.33)  -0.31
Cl (0.65, -1.61, -0.69)  0.13
Cl (-2.77, -0.56, 0.85)  -0.20
H (3.01, -1.32, -0.59)  0.27
H (2.31, -0.75, -2.03)  0.28
H (-1.56, 2.08, 2.03)  0.29

---

# 4
Density functional theory data (ωB97M-V/def2-TZVPD) for a single C11H13NO molecule in a non-equilibrium geometry.

Calculated values
gap between HOMO and LUMO (alpha / beta) = 8.25 / 8.25 eV
strongest force on any atom = 4.7 eV/Å
ΔE to the lowest compared entry with this formula, charge and spin = 7.310 eV
calculated total energy = -556.68360 a.u.

Last column: Mulliken charge in e.
CARTESIAN COORDINATES (ANGSTROEM)
C (-3.38, 1.06, -0.67)  -0.30
C (-3.84, 0.00, 0.12)  -0.45
C (-2.07, 1.25, -0.81)  -0.66
C (-3.00, -1.03, 0.48)  -0.61
C (-1.20, 0.30, -0.27)  -0.07
C (-1.64, -0.86, 0.33)  0.67
C (2.18, 0.00, -0.65)  -0.27
C (1.76, 0.19, 0.76)  -0.09
C (1.04, -0.68, -0.07)  0.50
C (3.49, -0.66, -0.98)  -1.72
C (1.21, 1.55, 1.35)  -1.25
N (0.54, -1.92, 0.03)  -0.19
O (-0.86, -1.99, 0.56)  -0.39
H (-4.10, 1.84, -1.13)  0.25
H (-4.85, -0.19, 0.41)  0.38
H (-1.64, 2.08, -1.40)  0.35
H (-3.36, -1.75, 1.11)  0.43
H (1.99, 0.66, -1.35)  0.66
H (2.47, -0.34, 1.38)  0.48
H (3.45, -1.70, -0.64)  0.33
H (4.28, -0.20, -0.47)  0.35
H (3.82, -0.70, -1.96)  0.46
H (0.74, 2.27, 0.69)  0.25
H (2.03, 2.16, 1.93)  0.34
H (0.38, 1.14, 2.06)  0.29
H (0.56, -2.51, -0.81)  0.27

---

# 5
Density functional theory data (ωB97M-V/def2-TZVPD) for C41H60BF9N5O4PPbSi3 as an isolated structure.

Calculated values
gap between HOMO and LUMO = 4.23 eV
total charge = +2
strongest force on any atom = 0.8 eV/Å
ΔE to the lowest compared entry with this formula, charge and spin = 1.402 eV
calculated total energy = -4499.00742 a.u.

Last column: Mulliken charge in e.
CARTESIAN COORDINATES (ANGSTROEM)
Pb (1.28, 1.02, 0.59)  1.63
C (4.02, 1.81, -1.49)  -0.81
O (3.04, 0.77, -1.76)  0.35
Si (3.42, -0.24, -3.05)  0.47
C (3.51, 0.71, -4.63)  -1.36
C (5.05, -1.06, -2.73)  -1.28
C (1.97, -1.53, -2.94)  0.39
Si (0.58, -1.47, -4.28)  0.22
C (-0.81, -2.64, -3.96)  -0.94
C (1.40, -1.95, -5.89)  -1.17
C (0.00, 0.31, -4.30)  -1.00
Si (2.19, -2.99, -1.77)  -0.32
C (0.68, -3.78, -1.03)  -0.29
C (2.88, -4.03, -3.19)  -1.08
C (3.42, -2.65, -0.41)  -0.76
H (4.06, 2.52, -2.32)  0.35
H (5.01, 1.38, -1.33)  0.37
H (3.71, 2.33, -0.59)  -0.10
H (4.33, 1.43, -4.54)  0.46
H (2.60, 1.26, -4.88)  0.29
H (3.77, 0.06, -5.47)  0.41
H (5.83, -0.52, -3.27)  0.48
H (5.10, -2.10, -3.06)  0.32
H (5.29, -1.04, -1.66)  0.31
H (-0.48, -3.67, -3.82)  0.39
H (-1.44, -2.63, -4.86)  0.49
H (-1.46, -2.37, -3.13)  0.18
H (1.95, -2.89, -5.84)  0.34
H (2.05, -1.18, -6.29)  0.38
H (0.57, -2.10, -6.60)  0.42
H (0.18, 0.87, -3.38)  0.05
H (-1.08, 0.31, -4.49)  0.57
H (0.48, 0.86, -5.11)  0.47
H (-0.19, -3.85, -1.68)  0.36
H (0.42, -3.33, -0.07)  -0.52
H (0.97, -4.81, -0.78)  0.53
H (2.12, -4.26, -3.95)  0.28
H (3.17, -4.97, -2.69)  0.46
H (3.76, -3.62, -3.69)  0.35
H (3.39, -1.61, -0.09)  -0.04
H (4.44, -2.89, -0.70)  0.64
H (3.14, -3.27, 0.45)  0.32
O (-0.12, 2.00, 2.48)  -0.47
H (0.01, 1.67, 3.38)  0.26
H (0.00, 2.96, 2.53)  0.21
O (-0.73, -0.22, -0.95)  0.48
H (-1.10, 0.04, -1.80)  -0.29
H (-0.74, -1.19, -0.95)  -0.05
B (0.45, -3.48, 2.67)  0.57
C (0.64, -1.99, 2.22)  -0.40
N (0.80, -0.90, 1.87)  -0.68
H (0.59, -4.15, 1.66)  -0.11
H (-0.66, -3.59, 3.13)  -0.16
H (1.30, -3.72, 3.50)  -0.10
F (-5.21, 7.35, 1.07)  -0.25
C (-5.51, 6.47, 2.05)  0.78
F (-4.97, 6.95, 3.18)  -0.25
F (-6.84, 6.47, 2.20)  -0.27
C (-4.96, 5.11, 1.73)  0.25
C (-3.62, 4.99, 1.42)  -1.05
C (-3.09, 3.74, 1.14)  -0.01
C (-3.89, 2.60, 1.18)  -0.15
C (-5.23, 2.74, 1.49)  -0.06
C (-5.77, 3.98, 1.77)  -1.04
P (-3.06, 1.01, 0.79)  1.68
C (-4.00, 0.43, -0.68)  0.24
C (-4.31, 1.35, -1.68)  -0.82
C (-4.83, 0.93, -2.89)  -1.15
C (-5.04, -0.43, -3.12)  0.27
C (-4.73, -1.35, -2.14)  -0.96
C (-4.21, -0.92, -0.92)  -0.58
C (-5.55, -0.86, -4.47)  0.76
F (-6.65, -0.21, -4.82)  -0.25
F (-4.62, -0.60, -5.43)  -0.25
F (-5.80, -2.17, -4.52)  -0.28
C (-3.63, -0.12, 2.10)  0.11
C (-2.68, -0.54, 3.03)  0.11
C (-3.01, -1.44, 4.04)  -0.77
C (-4.30, -1.92, 4.13)  0.15
C (-5.27, -1.51, 3.21)  -1.44
C (-4.93, -0.63, 2.20)  -0.01
C (-4.68, -2.93, 5.17)  0.81
F (-3.75, -3.04, 6.13)  -0.27
F (-4.84, -4.15, 4.62)  -0.25
F (-5.84, -2.61, 5.76)  -0.26
H (-2.99, 5.88, 1.38)  0.41
H (-2.04, 3.64, 0.89)  0.40
H (-5.88, 1.87, 1.52)  0.29
H (-6.82, 4.08, 2.02)  0.51
H (-4.18, 2.41, -1.51)  0.53
H (-5.10, 1.65, -3.66)  0.46
H (-4.92, -2.41, -2.31)  0.55
H (-3.98, -1.66, -0.16)  0.51
H (-1.66, -0.19, 2.94)  -0.05
H (-2.26, -1.77, 4.75)  0.56
H (-6.28, -1.90, 3.29)  0.44
H (-5.69, -0.34, 1.48)  0.44
N (3.46, 0.51, 1.63)  -0.43
C (4.12, -0.13, 2.33)  0.41
N (4.92, -0.80, 3.11)  -0.06
C (5.48, -2.10, 2.67)  -0.46
C (4.70, -3.22, 3.33)  -0.01
O (4.71, -3.06, 4.74)  -0.42
C (4.07, -1.86, 5.14)  -0.29
C (4.83, -0.66, 4.59)  -0.70
H (6.52, -2.12, 2.98)  0.26
H (5.43, -2.16, 1.58)  0.23
H (5.17, -4.18, 3.12)  0.41
H (3.67, -3.25, 2.96)  -0.07
H (4.08, -1.84, 6.22)  0.41
H (3.03, -1.85, 4.78)  0.12
H (5.85, -0.65, 4.97)  0.31
H (4.35, 0.28, 4.83)  0.44
C (1.49, 4.63, -1.09)  -0.89
C (2.07, 4.60, 0.28)  0.03
N (2.03, 3.59, 1.13)  0.63
C (2.68, 4.01, 2.28)  -0.59
C (3.11, 5.28, 2.12)  -0.75
N (2.72, 5.64, 0.85)  0.01
H (1.29, 3.62, -1.43)  -0.14
H (2.16, 5.11, -1.80)  0.43
H (0.55, 5.19, -1.10)  0.37
H (2.80, 3.36, 3.14)  0.45
H (3.65, 5.95, 2.77)  0.42
H (2.88, 6.54, 0.42)  0.19

---

# 6
Density functional theory data (ωB97M-V/def2-TZVPD) for an isolated ion of composition C7H9N2S and charge +1 in a non-equilibrium geometry.

Calculated values
gap between HOMO and LUMO (alpha / beta) = 9.18 / 5.31 eV
total charge = +1
strongest force on any atom = 3.9 eV/Å
ΔE to the lowest compared entry with this formula, charge and spin = 5.741 eV
calculated total energy = -779.37073 a.u.

Last column: Mulliken charge in e.
CARTESIAN COORDINATES (ANGSTROEM)
C (-2.66, -0.97, 0.59)  -0.53
C (-3.28, 1.12, -0.52)  -0.12
C (-1.68, -0.40, -0.28)  0.20
C (0.80, -1.22, -0.70)  -0.52
C (-0.38, -0.75, -0.48)  0.07
C (2.13, -0.75, -0.09)  -0.52
C (1.80, 1.66, 0.25)  -0.59
N (-2.13, 0.78, -0.89)  -0.44
N (2.05, 0.36, 0.95)  -0.02
S (-4.05, -0.05, 0.63)  -0.13
H (-2.40, -1.82, 1.08)  0.54
H (-3.64, 2.02, -0.90)  0.53
H (0.89, -1.86, -1.58)  0.38
H (2.63, -1.65, 0.38)  0.40
H (2.49, -0.44, -1.04)  0.30
H (2.36, 1.75, -0.70)  0.37
H (0.73, 1.84, 0.39)  0.39
H (1.38, 0.06, 1.66)  0.36
H (2.97, 0.33, 1.22)  0.32

---

# 7
Density functional theory data (ωB97M-V/def2-TZVPD) for a 2-piece molecular cluster, C4H6F2 overall in a non-equilibrium geometry.

Calculated values
gap between HOMO and LUMO (alpha / beta) = 8.91 / 7.93 eV
strongest force on any atom = 3.6 eV/Å
ΔE to the lowest compared entry with this formula, charge and spin = 4.212 eV
calculated total energy = -355.56988 a.u.

Last column: Mulliken charge in e.
CARTESIAN COORDINATES (ANGSTROEM)
C (-1.02, 1.57, 0.39)  -0.73
C (-0.57, 0.30, 0.83)  0.22
C (-0.88, -0.86, 0.18)  -1.02
C (1.57, -0.72, -0.68)  0.09
F (1.52, 0.58, -1.10)  -0.21
F (1.57, -1.54, -1.71)  -0.21
H (-0.37, 2.49, 0.61)  0.25
H (-1.55, 1.50, -0.52)  0.28
H (-0.06, 0.16, 1.80)  0.30
H (-0.80, -1.76, 0.69)  0.38
H (-1.60, -0.72, -0.62)  0.27
H (2.18, -1.01, 0.11)  0.38